Entry 1:
Density functional theory data (the ωB97M-V functional and the def2-TZVPD basis) for a structure of composition C7H7F2N2OReS4Sb.

Cartesian coordinates (Å):
Re 0.21592 -0.47036 -1.69118
S 0.59924 7.61934 -9.76319
Sb 0.62972 6.95279 -7.56210
S 1.96073 0.33240 -2.37936
S -1.28339 0.80606 -2.23498
S 0.74958 9.15420 -8.20911
N 0.24307 -1.09864 5.44854
C -0.72358 -1.18756 4.52217
O -1.90746 -1.31739 4.72017
C -0.31614 -1.04592 3.06112
C 0.65374 -0.15981 2.59598
C 0.82997 0.00151 1.24247
N 0.09299 -0.70759 0.35035
C -0.85197 -1.58087 0.79869
C -1.08260 -1.75623 2.13505
H -0.02668 -1.20543 6.41659
H 1.22131 -1.17722 5.22920
H 1.25560 0.43082 3.27383
H 1.56062 0.69226 0.84666
H -1.43229 -2.12116 0.05878
H -1.86787 -2.41736 2.47769
F -1.34730 -2.48266 -3.03615
C -0.09617 -2.13956 -2.91611
F 0.37851 -2.65287 -1.65394
H 0.54444 -2.46875 -3.73116

HOMO = -16.799 eV
largest force on an atom = 0.2 eV/Å
HOMO-LUMO gap = 0.174 Eh
total charge = +3

These are the natural (NBO) partial charges, in e, on atoms 1 to 4: 0.716 -0.124 1.243 0.355

Entry 2:
Density functional theory data (the ωB97M-V functional and the def2-TZVPD basis) for a cluster of 2 separate species, C6H15N2O in total.

Cartesian coordinates (Å):
C 0.92614 0.77988 1.01685
C -0.07490 0.11979 0.68354
C -4.56145 0.07373 -0.29897
C -3.26155 -0.13600 0.46627
C -2.08494 -0.24586 -0.49809
C 3.94509 -0.23604 -0.32935
N 3.06032 0.92999 -0.60116
N 3.20832 -1.17441 0.47849
O -0.90242 -0.67244 0.21701
H 1.16409 1.31388 1.90979
H 1.90998 0.81194 0.25720
H -4.76961 -0.77821 -0.94250
H -5.38420 0.18088 0.40071
H -4.51327 0.97069 -0.91228
H -3.32438 -1.05499 1.05178
H -3.09046 0.69560 1.15292
H -2.26560 -1.03151 -1.23517
H -1.89572 0.70450 -1.00447
H 4.27654 -0.65668 -1.28831
H 4.81927 0.12210 0.21459
H 2.72674 0.95076 -1.55946
H 3.50886 1.81360 -0.38824
H 2.84113 -1.95423 -0.04934
H 3.74202 -1.52698 1.25819

HOMO = -13.230 eV
largest force on an atom = 1.6 eV/Å
HOMO-LUMO gap = 0.367 Eh
total charge = +1

These are the natural (NBO) partial charges, in e, on atoms 1 to 4: -0.586 0.626 -0.608 -0.425

Entry 3:
Density functional theory data (the ωB97M-V functional and the def2-TZVPD basis) for a cluster of 2 separate species, C4H12NO2 in total.

Cartesian coordinates (Å):
C 0.05795 -0.75809 -1.88600
C -0.46817 -0.35354 -0.51243
C 0.06548 -1.25066 0.58842
C 1.30769 -0.61370 1.30443
O 2.27352 -0.30859 0.44968
N -1.92029 -0.18687 -0.46368
H 1.12184 -0.50690 -1.93912
H -0.47835 -0.26935 -2.70339
H 0.03235 -1.84770 -2.07827
H -0.06401 0.65022 -0.31589
H 0.33256 -2.24562 0.24929
H -0.67965 -1.40326 1.37292
H 1.54452 -1.25344 2.17099
H 0.79739 0.25789 1.76592
H -2.39043 -0.98412 -0.04582
H -2.29590 -0.06398 -1.39809
H 0.59570 3.91414 0.45716
H -0.04514 3.17905 1.65591
O 0.21293 4.04451 1.32797

HOMO (spin up / spin down) = -9.477 / -9.468 eV
multiplicity = 2
largest force on an atom = 2.2 eV/Å
HOMO-LUMO gap (spin up / spin down) = 0.378 / 0.281 Eh
total charge = 0

These are the natural (NBO) partial charges, in e, on atoms 1 to 4: -0.621 -0.064 -0.383 -0.113

Entry 4:
Density functional theory data (the ωB97M-V functional and the def2-TZVPD basis) for the molecule C8H12BrNO.

Cartesian coordinates (Å):
O 0.54609 -2.42624 -1.09977
Br -2.29584 0.09126 -1.80317
C -0.44317 -1.81128 -0.75019
N -1.48487 -2.62776 -0.44273
C 1.62829 0.65530 1.00116
C 0.38702 -0.13441 1.51635
C -0.35426 1.76312 0.37612
C 1.02067 1.42702 -0.18710
C 0.62246 0.52282 -1.36930
C -0.74665 0.32753 0.61431
C -0.61082 -0.26110 -0.78951
H -2.42167 -2.26603 -0.54360
H -1.29455 -3.60848 -0.62906
H 2.46252 0.02885 0.68066
H 1.99891 1.36430 1.75387
H 0.14438 0.08118 2.52890
H 0.52694 -1.21754 1.45220
H -1.02038 2.24932 -0.32102
H -0.34770 2.34610 1.29883
H 1.63172 2.29000 -0.44750
H 1.47644 -0.10665 -1.67287
H 0.31229 1.14804 -2.22130
H -1.73780 0.16464 1.05474

HOMO = -9.775 eV
largest force on an atom = 2.1 eV/Å
HOMO-LUMO gap = 0.383 Eh
SMILES = NC(=O)[C@]1(Br)C[C@@H]2CC[C@H]1C2
total charge = 0

These are the natural (NBO) partial charges, in e, on atoms 1 to 4: -0.613 -0.013 0.642 -0.828

Entry 5:
Density functional theory data (the ωB97M-V functional and the def2-TZVPD basis) for a cluster of 15 separate species, C5H37NO14 in total.

Cartesian coordinates (Å):
C 1.96247 2.75565 -0.51090
C 1.11939 1.77673 -0.93583
N 0.17248 1.12856 -0.07841
C -0.91990 0.42788 -0.73002
C -1.26445 -2.14911 -0.94808
C -0.88648 -0.89959 -1.38756
H 2.15019 3.06163 0.51905
H 2.59413 3.27848 -1.25558
H 1.08139 1.58645 -2.03469
H 0.54076 0.79034 0.80874
H -1.35312 1.27273 -1.40292
H -1.61443 0.56642 0.15436
H -0.89606 -3.03356 -1.32203
H -1.80378 -2.44163 -0.17016
H -0.27200 -0.97403 -2.38258
H 2.68858 0.20441 2.74623
H 1.24150 0.98987 3.01567
O 1.75455 0.14649 3.15049
H 2.10383 -0.29831 -0.50903
H 3.14354 -1.38201 -0.31272
O 2.25019 -1.14454 -0.08127
H -0.91700 2.18519 2.05910
H -0.37986 2.08910 3.51937
O -0.10009 2.48068 2.62858
H -1.40977 -1.59357 2.08928
H -2.64436 -1.91887 2.96579
O -2.15956 -1.19815 2.48965
H 0.86599 -1.48063 1.94429
H 0.94979 -1.37803 3.36888
O 0.44388 -1.92643 2.81136
H 1.27912 -3.58801 2.56021
H 2.37187 -2.68805 1.80775
O 2.09696 -3.60865 2.08811
H -1.65899 2.33388 -3.15225
H -2.38507 2.65255 -1.95424
O -2.40775 2.79819 -3.01061
H 1.27999 -2.81944 -0.60140
H 1.87797 -4.22407 -0.62750
O 1.45570 -3.58925 -1.15037
H -0.00891 -0.26527 4.30173
H -1.42081 -0.32506 3.80267
O -0.82887 0.27552 4.24605
H 0.18602 -3.15260 -3.49024
H -0.83489 -1.91008 -3.34457
O -0.16381 -2.35561 -3.88195
H 1.43054 -1.78063 -3.37320
H 2.83912 -1.31868 -3.58227
O 1.98702 -0.94302 -3.23024
H -1.22708 3.13008 0.72287
H -1.32539 4.01824 1.87748
O -1.63623 3.88272 1.06171
H 0.57730 1.17619 -3.49843
H -0.27211 0.33897 -4.31233
O -0.33418 1.03927 -3.75979
H -4.29365 2.17412 0.26266
H -3.35480 3.33844 0.17581
O -3.67085 2.48815 -0.14676

HOMO (spin up / spin down) = -13.465 / -13.463 eV
multiplicity = 2
largest force on an atom = 14.3 eV/Å
HOMO-LUMO gap (spin up / spin down) = 0.347 / 0.204 Eh
total charge = +1

These are the natural (NBO) partial charges, in e, on atoms 1 to 4: -0.159 -0.029 -0.332 -0.323

Entry 6:
Density functional theory data (the ωB97M-V functional and the def2-TZVPD basis) for a structure of composition C3H6N.

Cartesian coordinates (Å):
C 0.72742 -0.73812 0.38768
C 0.31976 0.37260 -0.84565
C -0.75505 -0.25792 0.73176
N -1.03893 0.69528 -0.15361
H 1.09267 -1.83574 0.05344
H 1.37063 -0.24355 1.14840
H 0.92753 1.32052 -0.68698
H 0.41404 0.00704 -1.79748
H -1.20033 -0.56518 1.65405
H -1.85776 1.24506 -0.49162

HOMO = -16.669 eV
largest force on an atom = 5.3 eV/Å
HOMO-LUMO gap = 0.409 Eh
total charge = +1

These are the natural (NBO) partial charges, in e, on atoms 1 to 4: -0.491 -0.180 0.328 -0.445

Entry 7:
Density functional theory data (the ωB97M-V functional and the def2-TZVPD basis) for a structure of composition C33H42CaGeN8OPS.

Cartesian coordinates (Å):
Ca 0.16964 -0.34474 0.17916
C 4.45507 2.75531 2.37998
N 3.50189 1.64324 2.39839
C 3.51486 0.61113 3.29662
C 2.45217 -0.18209 2.98246
N 1.78757 0.34516 1.90526
C 2.44336 1.44786 1.57163
P 1.95778 2.62568 0.25286
C 2.03760 1.48444 -1.19346
N 2.07067 0.15481 -1.14026
C 2.27567 -0.27789 -2.42488
C 2.38287 0.79149 -3.25737
N 2.24509 1.90291 -2.47019
C 2.24462 3.27842 -2.96771
C 0.15966 2.71969 0.62966
N -0.64098 1.70340 0.93229
C -1.85547 2.24687 1.25970
C -1.78316 3.60382 1.16246
N -0.50537 3.89493 0.76529
C 0.01696 5.24424 0.53403
H 5.32645 2.46094 2.95669
H 4.76607 2.96406 1.36068
H 4.01589 3.64693 2.82112
H 4.26718 0.53786 4.06420
H 2.12662 -1.08942 3.46647
H 2.31897 -1.32454 -2.67364
H 2.53982 0.86505 -4.32046
H 3.08466 3.41700 -3.64251
H 1.31464 3.49028 -3.49061
H 2.35267 3.96282 -2.13068
H -2.70338 1.63740 1.52920
H -2.51416 4.37640 1.33131
H -0.77985 5.95330 0.73558
H 0.85178 5.45013 1.19841
H 0.33157 5.35573 -0.50079
C 3.60503 -3.72353 1.72986
C 2.73915 -4.56122 2.67106
C 3.19108 -4.29119 4.11115
C 2.96819 -6.03969 2.32977
C 1.24543 -4.24323 2.54113
C 0.30110 -5.02704 3.23584
C -1.05764 -4.83977 3.09987
C -1.50481 -3.81813 2.26346
S -3.10665 -3.36700 1.80943
C -2.48833 -2.04627 0.81856
N -1.18795 -1.97894 0.85946
C -0.60250 -2.99328 1.62081
C 0.77463 -3.21743 1.74211
C -3.44617 -1.13899 0.14289
C -4.77626 -1.31201 0.60649
C -5.83086 -0.50441 0.29874
C -5.57615 0.59854 -0.52473
C -4.33380 0.80628 -1.04488
C -3.22017 -0.07384 -0.81471
H 4.64944 -4.01897 1.85050
H 3.54261 -2.65419 1.94423
H 3.34073 -3.87815 0.68034
H 4.22308 -4.62294 4.24972
H 2.56856 -4.81689 4.83722
H 3.14576 -3.22392 4.34390
H 4.03486 -6.27061 2.38416
H 2.61915 -6.26452 1.31921
H 2.44931 -6.70631 3.02034
H 0.64588 -5.82292 3.88464
H -1.75417 -5.48564 3.61798
H 1.48940 -2.62581 1.17950
H -4.98300 -2.12661 1.28758
H -6.81414 -0.69912 0.70101
H -6.37034 1.29393 -0.77099
H -4.19237 1.64678 -1.69829
O -0.98698 -0.56147 -1.51239
N -2.10816 0.21903 -1.52658
C -4.38458 1.51083 -4.38757
Ge -2.50107 1.78160 -4.02906
C -2.09414 3.66853 -4.26236
C -1.45403 0.69942 -5.23873
C -1.88988 1.49630 -2.19310
H -4.54344 1.69978 -5.45138
H -5.01302 2.20053 -3.82422
H -4.69916 0.49130 -4.16554
H -2.16759 3.97235 -5.30796
H -1.08985 3.91309 -3.90699
H -2.81133 4.25511 -3.68397
H -1.71493 0.94484 -6.26921
H -1.66780 -0.35741 -5.07139
H -0.38175 0.85135 -5.10244
H -0.80540 1.55754 -2.31540
H -2.20440 2.35171 -1.58001

HOMO = -8.540 eV
largest force on an atom = 1.4 eV/Å
HOMO-LUMO gap = 0.229 Eh
total charge = +1

These are the Mulliken partial charges, in e, on atoms 1 to 4: 2.134 -0.821 0.149 -0.393

Entry 8:
Density functional theory data (the ωB97M-V functional and the def2-TZVPD basis) for a structure of composition C22H35Cl2N11Rb.

Cartesian coordinates (Å):
Rb 0.63624 0.90256 0.39102
C 1.47260 2.45314 3.80760
C 2.55837 1.43549 3.44932
N 2.03846 0.19222 2.87582
C 1.21745 -0.61754 3.78418
C -0.13929 -1.02169 3.20485
N -0.89317 0.10763 2.66835
C -1.27204 1.15023 3.61708
C -0.90506 2.55680 3.14178
N 0.49793 2.68752 2.74198
H 0.95062 2.12172 4.70740
H 1.97694 3.37986 4.09807
H 3.23910 1.87204 2.71411
H 3.14433 1.25868 4.36352
H 2.82169 -0.35850 2.55009
H 1.73898 -1.53485 4.07223
H 1.06863 -0.06929 4.71705
H 0.01582 -1.72774 2.38376
H -0.68222 -1.56189 3.99488
H -1.69981 -0.21686 2.15262
H -2.34733 1.13886 3.82118
H -0.79822 0.94994 4.57962
H -1.51556 2.80087 2.26825
H -1.18374 3.26212 3.93890
H 0.63917 3.59896 2.32741
Cl 1.93285 0.91586 -2.47187
C 3.46154 1.55472 -1.82920
Cl 3.24698 2.46258 -0.31763
H 3.88357 2.22579 -2.56646
H 4.11780 0.71689 -1.62970
N -1.95522 6.88894 -2.25951
C -1.00134 5.78383 -2.43631
C -0.42929 5.35198 -1.08932
N 0.39019 4.14968 -1.12224
H -2.26804 7.23982 -3.15736
H -1.51640 7.66939 -1.78256
H -3.47278 6.02240 -1.42241
H -0.18190 6.03708 -3.11751
H -1.54039 4.94353 -2.88479
H -1.24673 5.19539 -0.38108
H 0.17414 6.16425 -0.67494
H 1.23870 4.28197 -1.65735
H -0.11392 3.37116 -1.53248
C -1.73193 -2.95465 -1.79507
C -1.15508 -1.95073 -1.03212
N 0.16275 -1.79026 -0.91538
C 0.94470 -2.64779 -1.57088
C 0.47322 -3.70531 -2.33829
C -0.90583 -3.84364 -2.45515
C 1.42860 -4.59239 -3.03301
C 1.46154 -5.92486 -3.04743
C 0.60771 -6.87022 -2.30264
C 0.51026 -8.19108 -2.72529
C -0.29698 -9.03592 -1.98431
N -0.95080 -8.62634 -0.90152
C -0.77678 -7.35072 -0.57315
N -0.03831 -6.45170 -1.20934
H -2.80803 -3.03295 -1.86489
H -1.77718 -1.23614 -0.50304
H 2.01533 -2.49758 -1.46759
H -1.31900 -4.64165 -3.05765
H 2.19016 -4.08144 -3.61436
H 2.21158 -6.39569 -3.67317
H 1.04055 -8.54329 -3.59922
H -0.42296 -10.07552 -2.26488
H -1.29535 -7.00634 0.31507
N -4.01284 5.24649 -0.97740
C -3.90031 4.08252 -1.13760
N -3.89547 2.83895 -1.29094
C -2.94739 2.10367 -0.72987
N -2.11184 1.43905 -0.28925

HOMO = -10.954 eV
largest force on an atom = 0.4 eV/Å
HOMO-LUMO gap = 0.328 Eh
total charge = +1

These are the Mulliken partial charges, in e, on atoms 1 to 4: 0.696 -0.751 -0.877 0.051

Values of energy, in order: -2565.64368, -422.01528, -364.74244, -3016.06820, -1320.27983, -172.29498, -5289.96457, -2405.89565, all in Eh.
Values of relative energy (zero: lowest compared OMol25 entry of this formula, charge and spin), in order: 0.0, 273.9, 45.7, 0.0, 693.3, 167.1, 133.9, 50.7, all in kJ/mol.